Density functional theory data (the ωB97M-V functional and the def2-TZVPD basis) for C31H47Cl3MoN4O2 as an isolated structure at a distorted geometry.

```
! RIJCOSX wB97M-V def2-TZVPD def2/J DEFGRID3
* xyz -2 3
Mo -0.07 -0.07 1.35
C -0.53 -1.62 5.26
C -0.72 -0.64 3.25
N 0.03 -0.72 4.38
H -2.42 -2.74 5.09
N -1.81 -1.41 3.51
H -0.08 -1.88 6.20
C 0.66 -1.97 0.77
C 0.60 -2.21 -0.62
C 0.67 -3.54 -1.09
C 0.81 -4.60 -0.20
C 0.94 -4.36 1.17
C 0.84 -3.05 1.68
H 0.50 -1.37 -1.32
H 0.59 -3.76 -2.16
H 1.08 -5.20 1.85
H 0.93 -2.87 2.75
C 0.82 -6.01 -0.72
H 0.69 -6.73 0.09
H 1.76 -6.25 -1.23
H 0.01 -6.18 -1.44
C 1.29 -0.01 4.57
C 1.30 0.53 5.99
C 2.46 -0.98 4.42
H 1.40 -0.29 6.71
H 2.16 1.20 6.10
H 0.39 1.10 6.20
H 2.17 1.69 3.68
H 0.41 1.72 3.59
H 2.60 -1.30 3.39
C 1.29 1.07 3.50
H 2.31 -1.87 5.05
H 3.38 -0.48 4.76
H 1.43 0.63 2.45
C -1.69 -2.03 4.71
C -2.84 -3.10 2.11
H -3.24 -3.75 2.89
H -3.46 -3.21 1.22
C -2.87 -1.64 2.54
H -3.41 -0.88 0.65
C -4.20 -1.36 3.22
H -4.26 -0.31 3.54
H -1.82 -3.42 1.87
H -1.66 -1.06 0.80
H -4.36 -2.00 4.09
H -5.00 -1.53 2.48
C -2.59 -0.72 1.37
H -2.66 0.34 1.66
C 2.34 2.73 -5.97
N 2.28 2.39 -4.63
H 0.79 2.53 -7.50
N 0.38 1.90 -5.47
H 3.20 3.15 -6.44
C 3.32 2.69 -3.65
C 4.58 3.08 -4.38
C 2.84 3.86 -2.79
H 4.44 4.00 -4.97
H 5.36 3.28 -3.64
H 4.94 2.28 -5.05
H 4.25 1.77 -1.98
H 3.96 0.65 -3.33
H 1.89 3.62 -2.31
C 3.53 1.48 -2.76
H 2.74 4.76 -3.40
H 3.61 4.05 -2.03
H 2.60 1.17 -2.29
C 1.14 2.43 -6.50
C -1.84 2.65 -4.83
H -1.72 3.62 -5.32
H -2.89 2.37 -4.86
C -1.04 1.58 -5.56
H -2.38 0.06 -4.94
C -1.43 1.57 -7.03
H -0.85 0.83 -7.60
H -1.52 2.71 -3.78
H -0.96 0.24 -3.87
H -1.31 2.56 -7.48
H -2.49 1.30 -7.09
C -1.30 0.24 -4.91
H -0.80 -0.57 -5.46
C 1.07 1.90 -4.31
Cl -3.08 4.15 5.68
C -3.31 2.40 5.44
Cl -2.06 1.47 6.32
Cl -4.89 1.87 6.01
C -3.12 2.10 3.85
O -4.12 1.61 3.27
O -1.97 2.39 3.45
*
```

The LUMO energy (spin up / spin down) comes out at 3.86 / 3.85 eV. The energy above the lowest of the compared OMol25 structures with the same formula, charge and spin is 16.86 kJ/mol. The calculation puts the strongest force on any atom at 1.725 eV/A. The HOMO energy (spin up / spin down) comes out at 0.08893 / -0.02730 hartree. The calculation puts the total energy at -3027.4969 hartree. The frontier orbital gap (spin up / spin down) comes out at 1.44 / 4.60 eV.

Density functional theory data (the ωB97M-V functional and the def2-TZVPD basis) for C31H47IrNO4P2 as an isolated structure at a distorted geometry.

```
! RIJCOSX wB97M-V def2-TZVPD def2/J DEFGRID3
* xyz 2 6
Ir -0.32 1.60 1.00
C 0.34 3.21 2.52
C -0.73 3.65 1.66
C -1.46 1.78 2.86
C -0.12 2.10 3.28
C -1.88 2.80 1.92
C 1.70 3.82 2.62
H 2.10 4.11 1.65
H 2.41 3.11 3.06
H 1.68 4.71 3.27
C 0.63 1.45 4.39
H 1.68 1.75 4.36
H 0.58 0.35 4.34
H 0.21 1.75 5.37
C -2.32 0.69 3.42
H -2.74 1.00 4.39
H -1.73 -0.21 3.58
H -3.15 0.46 2.75
C -3.24 2.95 1.34
H -3.84 3.66 1.93
H -3.77 1.99 1.34
H -3.21 3.33 0.32
C -0.67 4.78 0.69
H -0.97 5.72 1.17
H -1.36 4.60 -0.14
H 0.34 4.90 0.29
C 1.13 0.31 0.36
C 1.52 1.65 -0.02
C 1.41 2.14 -1.43
C 0.00 1.95 -2.01
C -1.09 1.80 -0.97
C -1.48 0.54 -0.40
C -0.83 -0.76 -0.81
C 0.70 -0.71 -0.66
H 2.15 1.62 -2.05
H -0.03 1.10 -2.69
H 1.69 3.21 -1.44
H 1.20 -0.50 -1.62
H 1.74 -0.11 1.18
H 2.36 2.04 0.56
H 1.05 -1.70 -0.32
H -1.22 -1.56 -0.16
H -2.55 0.46 -0.14
H -1.13 -1.03 -1.83
H -0.25 2.84 -2.61
H -1.89 2.55 -1.03
P -1.96 -3.52 -4.13
P -4.93 -4.13 -4.14
C -2.56 -4.54 -5.58
C -3.90 -5.21 -5.26
H -1.79 -5.30 -5.81
H -2.64 -3.87 -6.45
H -4.47 -5.42 -6.17
H -3.75 -6.16 -4.72
C -6.30 -5.32 -3.81
H -7.10 -4.78 -3.30
H -5.92 -6.11 -3.15
H -6.68 -5.76 -4.74
C -5.73 -3.11 -5.46
H -6.11 -3.75 -6.27
H -5.01 -2.39 -5.86
H -6.56 -2.56 -5.00
C -0.53 -4.57 -3.64
H 0.06 -4.04 -2.88
H 0.10 -4.81 -4.51
H -0.91 -5.50 -3.20
C -1.10 -2.18 -5.05
H -1.86 -1.53 -5.51
H -0.44 -2.59 -5.83
H -0.51 -1.58 -4.34
O 3.28 0.97 2.53
C 3.74 -0.14 2.96
O 3.26 -1.29 3.00
C 5.13 0.11 3.56
C 5.93 1.13 2.98
C 6.98 1.68 3.71
C 7.18 1.23 5.02
C 6.61 0.02 5.49
C 5.57 -0.52 4.74
N 7.56 2.21 5.99
O 7.84 3.35 5.54
O 7.53 1.94 7.20
H 5.71 1.52 1.99
H 7.56 2.51 3.31
H 6.96 -0.42 6.42
H 5.09 -1.44 5.08
*
```

The LUMO energy (spin up / spin down) comes out at -4.08 / -8.34 eV. The energy above the lowest of the compared OMol25 structures with the same formula, charge and spin is 0.00 kJ/mol. The calculation puts the strongest force on any atom at 5.174 eV/A. The HOMO energy (spin up / spin down) comes out at -0.42461 / -0.48533 hartree. The calculation puts the total energy at -2351.3265 hartree. The frontier orbital gap (spin up / spin down) comes out at 7.48 / 4.87 eV.

Density functional theory data (the ωB97M-V functional and the def2-TZVPD basis) for C31H47LuNO4P2 as an isolated structure at a distorted geometry.

```
! RIJCOSX wB97M-V def2-TZVPD def2/J DEFGRID3
* xyz 1 1
Lu 0.17 -1.45 0.88
C -1.48 -0.27 2.29
C -1.66 0.63 1.19
C -2.23 -1.48 0.45
C -1.90 -1.60 1.85
C -2.14 -0.10 0.07
C -1.11 0.23 3.66
H -0.43 1.09 3.60
H -0.61 -0.53 4.29
H -2.01 0.57 4.21
C -1.65 -2.91 2.53
H -1.16 -2.80 3.52
H -0.98 -3.56 1.92
H -2.57 -3.49 2.72
C -2.33 -2.62 -0.51
H -3.24 -3.23 -0.40
H -1.46 -3.30 -0.42
H -2.30 -2.25 -1.55
C -2.77 0.50 -1.12
H -3.87 0.46 -1.04
H -2.51 -0.04 -2.04
H -2.48 1.54 -1.27
C -1.74 2.10 1.35
H -2.75 2.39 1.69
H -1.54 2.65 0.43
H -1.04 2.49 2.11
C 3.03 1.14 0.02
C 2.28 2.01 0.71
C 1.60 3.25 0.25
C 1.22 3.37 -1.25
C 0.38 2.28 -1.82
C 0.79 1.10 -2.30
C 2.18 0.56 -2.41
C 3.27 1.10 -1.46
H 2.17 4.17 0.48
H 2.11 3.59 -1.85
H 0.69 3.32 0.86
H 3.58 2.10 -1.80
H 3.50 0.33 0.59
H 2.07 1.75 1.76
H 4.13 0.43 -1.59
H 2.11 -0.54 -2.31
H 0.00 0.38 -2.60
H 2.60 0.71 -3.43
H 0.58 4.26 -1.28
H -0.69 2.47 -1.80
P 3.74 1.25 -5.95
P 2.20 0.58 -8.30
C 4.58 1.77 -7.56
C 3.98 0.99 -8.72
H 5.65 1.59 -7.47
H 4.43 2.85 -7.70
H 3.99 1.56 -9.66
H 4.51 0.05 -8.90
C 1.95 -0.43 -9.82
H 0.88 -0.64 -9.94
H 2.49 -1.37 -9.73
H 2.32 0.13 -10.69
C 1.52 2.13 -9.06
H 2.03 2.31 -10.02
H 1.66 2.99 -8.41
H 0.45 1.99 -9.25
C 5.21 0.38 -5.27
H 5.05 0.17 -4.21
H 6.10 1.02 -5.40
H 5.36 -0.56 -5.81
C 3.89 2.89 -5.13
H 3.21 3.60 -5.62
H 4.92 3.25 -5.21
H 3.60 2.80 -4.08
O 1.57 -2.84 2.07
C 1.94 -1.81 2.78
O 1.41 -0.67 2.42
C 2.84 -1.75 3.94
C 2.94 -0.50 4.58
C 3.63 -0.36 5.78
C 4.18 -1.52 6.37
C 4.18 -2.75 5.69
C 3.52 -2.86 4.48
N 4.38 -1.53 7.79
O 4.25 -0.46 8.43
O 4.66 -2.62 8.33
H 2.40 0.35 4.16
H 3.61 0.57 6.34
H 4.60 -3.63 6.19
H 3.44 -3.80 3.95
*
```

The LUMO energy comes out at -4.03 eV. The calculation puts the strongest force on any atom at 3.894 eV/A. The HOMO energy comes out at -0.33722 hartree. The calculation puts the total energy at -3483.0630 hartree. The frontier orbital gap comes out at 5.15 eV.